No. 1
A 11-piece molecular cluster, C54H53F7N2O2 overall at a distorted geometry, computed with wB97M-V/def2-TZVPD.

Calculated values
**Spin multiplicity**: 1
**F_max**: 2.03 eV Å⁻¹
**Gap between HOMO and LUMO**: 9.33 eV
**SMILES**: Fc1ccccc1.Fc1ccccc1.Fc1ccccc1.Fc1ccccc1.Fc1ccccc1.Fc1ccccc1.Fc1ccccc1.c1ccncc1.c1ccncc1.CO.CO

Structure (XYZ):
```
118
C54H53F7N2O2 wB97M-V/def2-TZVPD
F -4.60 -2.82 0.37
C -5.25 -1.78 -0.19
C -4.50 -0.71 -0.66
C -5.19 0.39 -1.14
C -6.59 0.46 -1.05
C -7.30 -0.64 -0.61
C -6.63 -1.78 -0.16
H -3.43 -0.73 -0.53
H -4.63 1.25 -1.48
H -7.05 1.36 -1.41
H -8.37 -0.55 -0.49
H -7.18 -2.58 0.32
F -4.67 -0.77 2.74
C -3.63 -1.19 3.46
C -3.15 -2.48 3.29
C -2.04 -2.91 4.00
C -1.35 -2.03 4.83
C -1.84 -0.74 5.01
C -2.94 -0.29 4.27
H -3.72 -3.18 2.70
H -1.68 -3.93 3.96
H -0.47 -2.38 5.35
H -1.35 -0.04 5.66
H -3.27 0.73 4.38
F 1.00 -4.11 -5.01
C 1.20 -2.89 -4.48
C 1.26 -1.78 -5.33
C 1.51 -0.54 -4.80
C 1.71 -0.36 -3.44
C 1.65 -1.47 -2.59
C 1.43 -2.73 -3.12
H 1.17 -1.92 -6.40
H 1.56 0.27 -5.51
H 1.99 0.61 -3.05
H 1.76 -1.32 -1.52
H 1.56 -3.63 -2.52
F 3.91 -1.33 1.39
C 4.32 -0.35 0.58
C 4.45 -0.64 -0.77
C 4.80 0.35 -1.67
C 5.01 1.65 -1.19
C 4.88 1.96 0.16
C 4.48 0.95 1.03
H 4.22 -1.64 -1.12
H 4.80 0.17 -2.73
H 5.15 2.45 -1.91
H 5.14 2.95 0.48
H 4.51 1.11 2.10
F 1.15 -1.57 1.44
C 0.59 -0.45 0.94
C -0.72 -0.13 1.24
C -1.29 1.03 0.72
C -0.49 1.90 -0.02
C 0.84 1.59 -0.29
C 1.37 0.39 0.17
H -1.35 -0.85 1.76
H -2.34 1.20 0.92
H -0.87 2.84 -0.40
H 1.54 2.23 -0.81
H 2.39 0.10 -0.04
F 4.40 -2.65 4.10
C 3.73 -1.60 4.59
C 3.14 -0.68 3.74
C 2.39 0.36 4.27
C 2.23 0.52 5.64
C 2.87 -0.39 6.48
C 3.56 -1.47 5.96
H 3.33 -0.79 2.68
H 2.01 1.08 3.54
H 1.64 1.36 5.97
H 2.77 -0.24 7.55
H 4.05 -2.17 6.62
F -4.74 0.19 -5.24
C -3.71 -0.23 -4.48
C -3.48 -1.60 -4.39
C -2.45 -2.08 -3.59
C -1.67 -1.18 -2.87
C -1.90 0.18 -2.98
C -2.92 0.67 -3.80
H -4.17 -2.27 -4.88
H -2.32 -3.14 -3.45
H -0.82 -1.54 -2.30
H -1.20 0.89 -2.54
H -3.13 1.73 -3.85
C -0.68 3.15 -4.49
C -0.51 3.80 -3.30
C 0.77 4.13 -2.87
N 1.87 3.85 -3.57
C 1.70 3.14 -4.69
C 0.46 2.83 -5.22
H -1.66 2.89 -4.88
H -1.34 4.02 -2.64
H 0.84 4.64 -1.92
H 2.59 2.91 -5.26
H 0.34 2.33 -6.17
C 0.01 -5.58 2.59
C 0.71 -6.77 2.65
C 2.09 -6.72 2.58
N 2.77 -5.57 2.45
C 2.06 -4.45 2.43
C 0.67 -4.35 2.53
H -1.08 -5.60 2.57
H 0.24 -7.74 2.70
H 2.71 -7.60 2.70
H 2.67 -3.55 2.31
H 0.13 -3.42 2.60
C 2.04 5.54 0.38
O 3.45 5.40 0.33
H 1.55 4.56 0.44
H 1.81 6.21 1.20
H 1.68 6.11 -0.48
H 3.75 5.17 -0.55
C -1.58 6.23 0.68
O -1.03 5.52 -0.43
H -2.47 6.76 0.35
H -1.88 5.53 1.45
H -0.83 6.89 1.12
H -0.92 6.12 -1.17
```

Atomic partial charges in e from the Löwdin method, atoms 1 to 6: F 0.044; C -0.284; C -0.015; C -0.078; C -0.096; C -0.083



No. 2
C54H54CdN6OS6Te as an isolated structure, computed with wB97M-V/def2-TZVPD.

Calculated values
**Spin multiplicity**: 1
**F_max**: 0.75 eV Å⁻¹
**Gap between HOMO and LUMO**: 4.88 eV
**Total charge**: -2

Structure (XYZ):
```
123
C54H54CdN6OS6Te wB97M-V/def2-TZVPD
Cd -0.14 -0.10 1.32
N -2.06 0.84 1.26
S -3.18 0.19 0.49
N -2.61 -0.89 -0.76
S -2.64 -0.11 -2.15
N -1.20 0.51 -2.63
S 0.18 -0.08 -2.09
N 0.71 0.25 -0.76
C 1.30 0.60 -3.33
C 2.65 0.38 -3.10
C 3.59 1.01 -3.90
C 3.19 1.87 -4.91
C 1.83 2.10 -5.12
C 0.88 1.47 -4.33
C 0.21 -1.83 -2.54
C -0.14 -2.73 -1.55
C -0.08 -4.09 -1.82
C 0.30 -4.54 -3.08
C 0.61 -3.62 -4.08
C 0.57 -2.26 -3.81
C -2.88 -1.48 -3.29
C -3.30 -2.71 -2.84
C -3.49 -3.75 -3.75
C -3.29 -3.53 -5.10
C -2.89 -2.28 -5.56
C -2.69 -1.25 -4.65
C -5.18 2.29 -1.49
C -5.88 1.08 -1.44
C -6.30 0.45 -2.60
C -6.03 1.01 -3.84
C -5.32 2.20 -3.91
C -4.91 2.84 -2.74
C -4.72 2.96 -0.25
C -5.52 2.94 0.89
C -5.11 3.59 2.05
C -3.90 4.27 2.08
C -3.10 4.28 0.95
C -3.51 3.63 -0.21
C -3.90 -1.17 1.46
C -3.64 -1.18 2.82
C -4.31 -2.07 3.65
C -5.26 -2.93 3.12
C -5.53 -2.92 1.75
C -4.85 -2.04 0.92
H 2.95 -0.27 -2.28
H 4.65 0.84 -3.72
H 3.92 2.36 -5.53
H 1.51 2.77 -5.91
H -0.18 1.63 -4.46
H -0.45 -2.38 -0.58
H -0.33 -4.80 -1.04
H 0.35 -5.60 -3.29
H 0.88 -3.96 -5.07
H 0.82 -1.54 -4.58
H -3.42 -2.86 -1.77
H -3.79 -4.72 -3.39
H -3.43 -4.34 -5.81
H -2.72 -2.11 -6.61
H -2.35 -0.27 -4.98
H -6.05 0.61 -0.48
H -6.82 -0.50 -2.54
H -6.35 0.52 -4.75
H -5.09 2.65 -4.87
H -4.36 3.77 -2.80
H -6.46 2.41 0.88
H -5.73 3.54 2.94
H -3.56 4.75 2.99
H -2.15 4.79 0.97
H -2.84 3.58 -1.06
H -2.88 -0.50 3.20
H -4.07 -2.10 4.70
H -5.79 -3.62 3.77
H -6.27 -3.60 1.34
H -5.03 -2.03 -0.15
S 0.40 -0.38 3.98
C 0.01 -2.09 4.06
C -0.63 -2.53 5.28
N -1.16 -2.85 6.25
C 0.24 -2.97 3.06
S 0.95 -2.58 1.52
C -0.14 -4.36 3.25
N -0.43 -5.46 3.36
C 1.02 4.77 1.79
S 1.62 3.27 1.01
C 0.64 3.37 -0.47
O 1.04 2.17 1.84
H 1.06 5.60 1.08
H 1.64 4.98 2.66
H -0.01 4.56 2.10
H 1.09 4.08 -1.16
H -0.39 3.64 -0.21
H 0.65 2.35 -0.87
C 4.98 1.28 0.75
C 5.27 0.52 2.05
C 6.24 1.35 2.91
C 3.98 0.16 2.78
C 6.03 -0.79 1.70
C 5.67 -2.02 2.25
C 6.41 -3.17 1.99
C 7.53 -3.12 1.18
C 7.90 -1.90 0.61
C 7.15 -0.76 0.87
H 4.43 2.20 0.99
H 4.35 0.68 0.09
H 5.89 1.56 0.21
H 5.84 2.36 3.05
H 7.21 1.43 2.43
H 6.38 0.88 3.89
H 3.16 0.05 2.06
H 4.78 -2.05 2.87
H 6.10 -4.11 2.43
H 8.12 -4.01 0.98
H 8.76 -1.84 -0.04
H 7.46 0.17 0.41
C 4.24 2.86 4.99
Te 3.00 1.27 4.20
C 3.64 0.11 5.86
H 5.24 2.52 5.24
H 3.73 3.20 5.90
H 4.30 3.69 4.28
H 3.39 0.57 6.81
H 4.71 -0.04 5.75
H 3.11 -0.84 5.75
```

Atomic partial charges in e from the natural (NBO) method, atoms 1 to 6: Cd 1.572; N -1.468; S 1.176; N -1.197; S 1.258; N -1.237



No. 3
C54H54F15GeO3PSSeW as an isolated structure at a distorted geometry, computed with wB97M-V/def2-TZVPD.

Calculated values
**Spin multiplicity**: 1
**F_max**: 1.69 eV Å⁻¹
**Gap between HOMO and LUMO**: 6.98 eV
**Total charge**: +2

Structure (XYZ):
```
131
C54H54F15GeO3PSSeW wB97M-V/def2-TZVPD
W -0.60 0.34 0.10
C 1.25 1.80 0.82
C 1.09 1.91 -0.61
C -0.15 2.47 -0.86
C -0.80 2.69 0.40
C 0.11 2.32 1.42
H 2.15 1.50 1.33
H 1.84 1.70 -1.35
H -0.51 2.81 -1.81
H -1.71 3.24 0.55
H -0.03 2.48 2.47
C 1.24 -5.35 5.39
C 1.72 -5.02 3.97
C 3.25 -4.85 4.00
C 1.35 -6.19 3.04
C 1.08 -3.74 3.43
C 1.45 -3.28 2.17
C 0.88 -2.13 1.68
Se 1.56 -1.30 0.08
C 0.94 -2.00 -1.61
C 1.55 -3.09 -2.18
C 1.20 -3.46 -3.49
C 0.27 -2.66 -4.15
C -0.34 -1.52 -3.61
C 0.02 -1.22 -2.31
O -0.45 -0.11 -1.67
C -1.30 -0.63 -4.43
C -1.51 -1.18 -5.85
C -2.68 -0.53 -3.75
C -0.70 0.78 -4.56
C 1.89 -4.67 -4.13
C 1.54 -5.92 -3.31
C 1.44 -4.88 -5.57
C 3.41 -4.45 -4.11
C -0.04 -1.38 2.43
O -0.48 -0.22 1.85
C -0.42 -1.77 3.70
C 0.16 -2.97 4.15
C -1.34 -0.92 4.61
C -0.69 0.47 4.81
C -2.73 -0.74 4.00
C -1.51 -1.56 5.99
H 1.74 -6.26 5.73
H 0.16 -5.54 5.42
H 1.49 -4.56 6.10
H 3.72 -5.74 4.43
H 3.53 -3.99 4.61
H 3.66 -4.71 3.00
H 1.81 -7.12 3.40
H 1.70 -6.02 2.02
H 0.27 -6.34 3.01
H 2.19 -3.81 1.58
H 2.28 -3.67 -1.62
H 0.01 -2.93 -5.17
H -1.95 -2.18 -5.84
H -0.58 -1.20 -6.42
H -2.20 -0.52 -6.38
H -3.21 -1.48 -3.82
H -3.28 0.22 -4.27
H -2.61 -0.25 -2.71
H 0.32 0.74 -4.97
H -0.66 1.30 -3.60
H -1.31 1.39 -5.23
H 0.46 -6.11 -3.32
H 1.87 -5.84 -2.27
H 2.03 -6.80 -3.74
H 0.36 -5.10 -5.64
H 1.97 -5.75 -5.98
H 1.67 -4.02 -6.20
H 3.81 -4.39 -3.10
H 3.68 -3.53 -4.65
H 3.91 -5.29 -4.61
H -0.11 -3.31 5.14
H -0.73 1.06 3.90
H 0.35 0.38 5.13
H -1.24 1.01 5.58
H -2.69 -0.41 2.96
H -3.28 0.02 4.57
H -3.30 -1.66 4.05
H -0.56 -1.66 6.52
H -1.99 -2.55 5.93
H -2.16 -0.92 6.59
F -7.49 1.03 1.41
C -6.60 1.81 2.04
C -5.42 2.18 1.42
C -4.57 3.01 2.14
F -3.41 3.42 1.61
C -4.86 3.44 3.41
F -4.02 4.22 4.08
C -6.05 3.04 3.99
F -6.34 3.43 5.22
C -6.93 2.23 3.31
F -8.07 1.86 3.88
Ge -4.82 1.56 -0.31
S -2.96 0.41 0.19
C -5.93 0.17 -1.06
C -6.40 0.19 -2.37
F -6.16 1.22 -3.18
C -7.11 -0.87 -2.90
F -7.53 -0.84 -4.15
C -7.35 -1.98 -2.12
F -8.02 -3.00 -2.62
C -6.89 -2.03 -0.82
F -7.08 -3.13 -0.09
C -6.19 -0.96 -0.31
F -5.72 -1.07 0.94
C -4.75 3.09 -1.49
C -3.69 3.51 -2.27
F -2.56 2.80 -2.33
C -3.74 4.63 -3.06
F -2.70 4.99 -3.80
C -4.90 5.38 -3.08
F -4.97 6.46 -3.84
C -5.99 4.99 -2.33
F -7.11 5.71 -2.38
C -5.90 3.86 -1.56
F -6.98 3.49 -0.86
C -2.99 -3.30 -1.45
P -1.94 -3.15 -0.02
C -0.76 -4.47 -0.14
C -2.91 -3.47 1.42
O -1.25 -1.80 0.01
H -3.63 -4.19 -1.35
H -2.37 -3.40 -2.34
H -3.61 -2.41 -1.53
H -1.31 -5.42 -0.13
H -0.08 -4.44 0.71
H -0.20 -4.39 -1.07
H -3.45 -4.41 1.30
H -3.62 -2.66 1.57
H -2.24 -3.54 2.29
```

Atomic partial charges in e from the Löwdin method, atoms 1 to 6: W 1.525; C -0.117; C -0.132; C -0.151; C -0.145; C -0.099



No. 4
A 2-piece molecular cluster, C54H54F6N5O overall at a distorted geometry, computed with wB97M-V/def2-TZVPD.

Calculated values
**Spin multiplicity**: 1
**F_max**: 3.76 eV Å⁻¹
**Gap between HOMO and LUMO**: 3.96 eV
**Total charge**: +1

Structure (XYZ):
```
120
C54H54F6N5O wB97M-V/def2-TZVPD
C 4.47 7.39 2.58
N 4.65 6.10 1.93
C 6.02 5.85 1.50
C 6.29 6.54 0.19
F 7.53 6.33 -0.32
F 5.38 6.12 -0.75
F 6.11 7.90 0.31
C 3.60 5.23 1.75
C 3.73 3.87 1.36
C 2.64 3.02 1.26
C 1.30 3.51 1.24
C 0.13 2.74 0.85
C -1.06 3.51 0.50
C -2.33 3.34 1.09
C -3.35 4.24 0.87
C -3.21 5.34 -0.02
N -4.12 6.35 -0.08
C -4.07 7.37 -1.10
C -5.16 6.54 0.94
C -4.56 7.20 2.14
F -5.44 7.48 3.14
F -3.57 6.40 2.68
F -3.94 8.37 1.77
C -1.96 5.43 -0.71
C -0.92 4.58 -0.42
C 1.18 4.85 1.69
C 2.26 5.68 1.94
H 3.74 7.32 3.40
H 5.43 7.72 3.00
H 4.10 8.17 1.90
H 6.70 6.29 2.23
H 6.20 4.80 1.35
H 4.72 3.48 1.13
H 2.80 1.94 1.13
H 0.10 1.71 1.19
H -2.46 2.55 1.85
H -4.27 4.12 1.42
H -3.92 6.91 -2.08
H -5.04 7.87 -1.11
H -3.27 8.11 -0.92
H -5.90 7.25 0.53
H -5.63 5.59 1.22
H -1.81 6.25 -1.40
H 0.06 4.74 -0.87
H 0.16 5.21 1.85
H 2.07 6.71 2.24
C -4.22 -0.59 2.81
C -3.19 -1.48 2.16
C -3.60 -2.51 1.32
C -2.67 -3.34 0.67
C -3.12 -4.43 -0.25
C -1.32 -3.10 0.93
N -0.33 -3.81 0.17
C -0.13 -3.62 -1.17
C -0.87 -2.51 -1.81
C -0.91 -1.05 -1.27
C -2.20 -0.36 -1.50
C 0.31 -0.40 -1.06
C 1.58 -1.02 -0.98
C 2.72 -0.22 -1.03
C 2.65 1.08 -1.63
C 1.38 1.66 -1.80
C 0.35 1.03 -1.10
O -1.57 -2.83 -2.79
N 0.39 -4.80 -1.63
C 0.50 -5.44 -2.92
C 1.11 -4.80 -4.02
C 1.58 -3.39 -3.91
C 1.32 -5.51 -5.21
C 0.98 -6.85 -5.36
C 1.23 -7.58 -6.64
C 0.40 -7.48 -4.25
C 0.15 -6.80 -3.05
C -0.47 -7.57 -1.93
N 0.83 -5.55 -0.54
C 0.38 -4.93 0.53
C 0.58 -5.33 1.92
C 1.85 -5.80 2.32
C 2.08 -6.21 3.64
C 1.03 -6.18 4.58
C -0.22 -5.67 4.20
C -0.45 -5.27 2.89
C -0.87 -2.10 1.77
C 0.59 -1.88 1.95
C -1.83 -1.28 2.39
H -3.75 0.07 3.55
H -4.74 0.05 2.08
H -4.99 -1.18 3.32
H -4.67 -2.72 1.16
H -2.74 -5.42 0.07
H -4.22 -4.48 -0.23
H -2.83 -4.26 -1.29
H -2.10 0.62 -2.00
H -2.80 -0.99 -2.18
H -2.81 -0.20 -0.59
H 1.61 -2.13 -0.85
H 3.65 -0.62 -0.59
H 3.54 1.69 -1.91
H 1.14 2.60 -2.30
H -0.52 1.58 -0.69
H 1.98 -3.09 -4.89
H 0.75 -2.72 -3.66
H 2.38 -3.27 -3.17
H 1.79 -4.99 -6.05
H 1.24 -8.66 -6.50
H 0.46 -7.36 -7.38
H 2.18 -7.29 -7.08
H 0.13 -8.54 -4.33
H -0.76 -8.57 -2.29
H 0.23 -7.70 -1.09
H -1.39 -7.09 -1.54
H 2.65 -5.82 1.58
H 3.06 -6.59 3.94
H 1.19 -6.56 5.59
H -1.02 -5.59 4.95
H -1.44 -4.93 2.59
H 0.80 -0.83 2.20
H 1.02 -2.53 2.74
H 1.14 -2.10 1.03
H -1.49 -0.50 3.07
```

Atomic partial charges in e from the Löwdin method, atoms 1 to 6: C -0.046; N -0.107; C -0.042; C -0.533; F 0.137; F 0.115